1.
The following is a DFT calculation (wB97M-V/def2-TZVPD) of the molecule C16H19N3OS.

ORCA input file:
```
! RIJCOSX wB97M-V def2-TZVPD def2/J DEFGRID3
* xyz 0 1
C -2.266 -3.205 0.775
C -3.207 -2.155 0.239
O -4.356 -2.388 -0.055
N -2.680 -0.888 0.122
C -1.361 -0.594 0.362
N -0.935 0.249 1.236
N 0.368 0.434 1.234
C 1.015 -0.263 0.359
C 2.446 -0.231 0.192
C 3.216 0.578 1.030
C 4.587 0.620 0.883
C 5.227 -0.135 -0.094
C 6.713 -0.082 -0.266
C 4.454 -0.940 -0.927
C 3.083 -0.990 -0.790
S -0.043 -1.276 -0.619
C -3.557 0.208 -0.306
C -2.978 0.979 -1.508
C -2.575 2.345 -0.954
C -3.637 2.608 0.108
C -3.779 1.254 0.802
H -2.855 -4.058 1.101
H -1.591 -3.534 -0.013
H -1.681 -2.820 1.607
H 2.718 1.162 1.787
H 5.173 1.249 1.537
H 7.125 -1.085 -0.356
H 7.186 0.421 0.574
H 6.963 0.462 -1.177
H 4.937 -1.532 -1.690
H 2.496 -1.619 -1.445
H -4.490 -0.291 -0.574
H -2.146 0.448 -1.969
H -3.754 1.101 -2.264
H -1.592 2.293 -0.484
H -2.549 3.113 -1.727
H -4.577 2.890 -0.370
H -3.351 3.396 0.802
H -2.998 1.146 1.554
H -4.747 1.129 1.284
*
```

For the LUMO energy, the calculation gives -0.13 eV. The calculation puts the calculated total energy at -1258.797656 a.u. The structure (SMILES) is CC(=O)N(c1nnc(-c2ccc(C)cc2)s1)C1CCCC1. The value obtained for the energy above the lowest of the compared OMol25 structures with the same formula, charge and spin is 26.7 kcal/mol.

Atomic partial charges in e from the Mulliken method, atoms 1 to 6: number 1, C, carries -1.328; number 2, C, carries 1.029; number 3, O, carries -0.635; number 4, N, carries 0.276; number 5, C, carries -0.048; number 6, N, carries -0.205

***

2.
The following is a DFT calculation (wB97M-V/def2-TZVPD) of a structure of composition C16H19N3OSSi.

ORCA input file:
```
! RIJCOSX wB97M-V def2-TZVPD def2/J DEFGRID3
* xyz 0 1
C -1.974 -0.941 0.689
Si -1.299 -2.693 0.660
C -0.866 -3.108 -1.133
C -2.615 -3.915 1.200
O 0.126 -2.891 1.521
C 0.319 -2.120 2.702
C 1.508 -1.190 2.526
C 1.344 -0.194 1.423
C 1.504 -0.499 0.101
C 1.316 0.441 -0.942
C 0.971 1.744 -0.682
C 0.792 2.705 -1.792
C 1.404 3.946 -1.807
C 1.215 4.766 -2.904
N 0.465 4.456 -3.959
C -0.124 3.264 -3.918
C 0.000 2.363 -2.875
C 0.819 2.106 0.689
N 0.490 3.324 1.135
S 0.412 3.215 2.734
N 0.785 1.673 2.936
C 0.996 1.157 1.718
H -2.987 -0.999 0.289
H -2.070 -0.533 1.692
H -1.408 -0.260 0.064
H -1.652 -3.663 -1.630
H 0.070 -3.659 -1.147
H -0.668 -2.172 -1.649
H -2.233 -4.925 1.094
H -2.996 -3.747 2.202
H -3.428 -3.801 0.486
H -0.582 -1.589 3.007
H 0.564 -2.807 3.511
H 2.369 -1.814 2.298
H 1.735 -0.682 3.458
H 1.792 -1.508 -0.154
H 1.452 0.143 -1.967
H 2.017 4.255 -0.979
H 1.704 5.730 -2.917
H -0.745 2.995 -4.762
H -0.523 1.423 -2.919
*
```

For the LUMO energy, the calculation gives -0.74 eV. The calculation puts the calculated total energy at -1548.363205 a.u.

Atomic partial charges in e from the Mulliken method, atoms 1 to 6: number 1, C, carries -0.861; number 2, Si, carries 0.571; number 3, C, carries -1.040; number 4, C, carries -1.085; number 5, O, carries -0.452; number 6, C, carries -0.383

***

3.
The following is a DFT calculation (wB97M-V/def2-TZVPD) of a structure of composition C16H20AuBN7S4.

ORCA input file:
```
! RIJCOSX wB97M-V def2-TZVPD def2/J DEFGRID3
* xyz 1 1
Au -0.083 0.205 -0.335
C 4.444 -1.660 1.623
S 3.221 -1.060 2.802
C 1.835 -0.721 1.798
S 2.002 -0.749 0.054
N 0.765 -0.449 2.473
N -0.362 -0.152 1.702
C -1.451 -0.229 2.374
C -2.822 -0.131 1.852
C -3.857 0.032 2.763
C -5.154 0.121 2.276
C -5.358 0.041 0.910
C -4.255 -0.134 0.080
N -3.015 -0.231 0.532
H 5.304 -1.933 2.232
H 4.742 -0.886 0.921
H 4.088 -2.542 1.097
H -1.327 -0.424 3.436
H -3.650 0.094 3.823
H -5.987 0.250 2.954
H -6.351 0.106 0.488
H -4.378 -0.191 -0.996
C 0.777 3.450 1.139
N 0.626 3.652 -0.296
C 1.495 4.359 -1.084
C 1.043 4.244 -2.359
N -0.092 3.478 -2.345
B -0.909 3.232 -3.672
N -1.612 1.825 -3.666
C -2.886 1.666 -4.143
C -3.215 0.353 -4.053
N -2.134 -0.286 -3.505
C -2.040 -1.719 -3.261
C -1.166 0.628 -3.284
S 0.395 0.234 -2.622
C -0.338 3.122 -1.082
S -1.587 2.047 -0.517
H 1.277 4.319 1.557
H 1.373 2.558 1.334
H -0.205 3.341 1.590
H 2.345 4.876 -0.677
H 1.432 4.647 -3.276
H -1.790 4.044 -3.752
H -0.119 3.293 -4.573
H -3.454 2.505 -4.502
H -4.108 -0.175 -4.335
H -3.048 -2.117 -3.180
H -1.504 -1.897 -2.333
H -1.517 -2.210 -4.080
*
```

For the LUMO energy, the calculation gives -4.51 eV. The calculation puts the calculated total energy at -2758.154678 a.u. The value obtained for the energy above the lowest of the compared OMol25 structures with the same formula, charge and spin is 0.0 kcal/mol.

Atomic partial charges in e from the Mulliken method, atoms 1 to 6: number 1, Au, carries 0.992; number 2, C, carries -0.908; number 3, S, carries 0.032; number 4, C, carries 0.545; number 5, S, carries -0.528; number 6, N, carries -0.941